*1*
DFT (the ωB97M-V functional and the def2-TZVPD basis) results for a cluster of 2 separate species, C3H8N2O2 in total.

Computed properties:
net charge = 0
2S+1 = 1
E_LUMO = 0.97 eV
SMILES = CNC=O.NC=O

Each line ends with the Mulliken charge.
Cartesian coordinates (Å):
C: 1.01 1.23 -0.83  -0.752
N: 1.16 0.68 0.50  -0.104
C: 1.02 -0.68 0.76  -0.024
O: 1.04 -1.54 -0.10  -0.569
H: 1.47 1.30 1.23  0.206
H: 1.20 -0.90 1.83  0.414
H: 1.81 1.94 -1.04  0.333
H: 0.04 1.72 -0.92  0.236
H: 1.05 0.40 -1.54  0.270
N: -1.77 -1.09 -0.56  -0.361
C: -1.59 -0.39 0.59  -0.053
O: -1.62 0.85 0.66  -0.545
H: -1.84 -0.55 -1.41  0.244
H: -1.29 -1.97 -0.66  0.272
H: -1.71 -1.00 1.50  0.433

*2*
DFT (the ωB97M-V functional and the def2-TZVPD basis) results for a cluster of 2 separate species, C3H8N2O2 in total.

Computed properties:
net charge = 0
2S+1 = 1
E_LUMO = 0.46 eV

Each line ends with the Mulliken charge.
Cartesian coordinates (Å):
N: 2.40 1.33 -0.47  -0.490
C: 1.15 0.81 -0.14  0.643
O: 0.63 1.32 0.88  -0.663
N: 0.53 -0.13 -0.88  -0.441
C: -1.11 -1.16 -0.41  -0.215
C: -1.80 -0.74 0.87  -0.290
O: -1.68 0.62 0.66  -0.645
H: 2.79 1.87 0.30  0.244
H: 3.07 0.78 -0.97  0.230
H: 1.08 -0.41 -1.70  0.160
H: -0.47 -2.02 -0.43  0.337
H: -1.77 -0.99 -1.26  0.230
H: -1.32 -1.14 1.79  0.232
H: -2.88 -1.06 0.96  0.258
H: -0.64 0.93 0.82  0.410

*3*
DFT (the ωB97M-V functional and the def2-TZVPD basis) results for the molecule C3H8N2O2.

Computed properties:
net charge = 0
2S+1 = 1
E_LUMO = 0.91 eV
SMILES = CNC(=O)N(C)O

Each line ends with the Mulliken charge.
Cartesian coordinates (Å):
C: -2.32 0.34 0.15  -0.764
C: 2.15 -0.31 0.34  -0.738
N: -0.83 0.31 0.53  0.065
N: 1.10 -0.26 -0.67  -0.396
C: -0.23 -0.64 -0.29  0.365
O: -0.27 1.59 0.39  -0.457
O: -0.67 -1.72 -0.67  -0.593
H: 0.52 1.36 -0.31  0.444
H: 1.34 -0.79 -1.50  0.285
H: -2.76 1.11 0.79  0.284
H: -2.77 -0.62 0.40  0.322
H: -2.48 0.61 -0.90  0.291
H: 1.94 0.41 1.12  0.246
H: 3.10 -0.07 -0.14  0.337
H: 2.18 -1.32 0.76  0.309

Least stable: *2*

*1*
DFT (the ωB97M-V functional and the def2-TZVPD basis) results for the molecule C3H8N2O2.

Computed properties:
net charge = 0
2S+1 = 1
E_LUMO = 0.79 eV
SMILES = NCCNC(=O)O

Each line ends with the Mulliken charge.
Cartesian coordinates (Å):
C: 0.27 0.25 -0.47  -0.732
N: -1.05 -0.06 -0.76  -0.125
C: -1.69 -1.26 -0.73  0.507
O: -0.86 -2.27 -1.33  -0.480
O: -2.72 -1.60 -0.25  -0.512
C: 0.58 1.04 0.89  -0.415
N: 1.98 1.40 1.19  -0.632
H: 0.99 -0.51 -0.64  0.434
H: 0.68 0.84 -1.35  0.323
H: -1.61 0.67 -0.97  0.220
H: -1.47 -2.92 -1.50  0.298
H: 0.20 0.29 1.71  0.222
H: 0.03 1.91 0.98  0.395
H: 2.42 0.42 1.11  0.241
H: 2.25 1.79 2.13  0.256

*2*
DFT (the ωB97M-V functional and the def2-TZVPD basis) results for a cluster of 3 separate species, C3H8N2O2 in total.

Computed properties:
net charge = 0
2S+1 = 1
E_LUMO = 0.62 eV
SMILES = c1c[nH]cn1.O.O

Each line ends with the Mulliken charge.
Cartesian coordinates (Å):
C: -1.82 0.35 -0.93  -0.321
C: -0.39 0.39 -0.88  -0.253
N: -0.10 1.29 0.12  0.124
C: -1.23 1.93 0.38  -0.073
N: -2.36 1.29 -0.07  -0.534
H: -2.42 0.08 -1.77  0.380
H: 0.12 0.27 -1.91  0.182
H: 0.80 1.27 0.40  0.194
H: -1.01 2.64 1.24  0.292
H: 3.34 -0.80 0.16  0.313
H: 1.81 -0.94 0.36  0.393
O: 2.54 -0.33 0.42  -0.653
H: -0.43 -2.04 0.81  0.327
H: 0.65 -3.11 1.05  0.288
O: 0.50 -2.31 0.60  -0.660

*3*
DFT (the ωB97M-V functional and the def2-TZVPD basis) results for a cluster of 3 separate species, C3H8N2O2 in total.

Computed properties:
net charge = 0
2S+1 = 1
E_LUMO = 0.14 eV
SMILES = c1c[nH]cn1.O.O

Each line ends with the Mulliken charge.
Cartesian coordinates (Å):
C: 2.37 0.03 -2.03  -0.251
C: 1.08 0.10 -2.33  -0.293
N: 0.37 0.03 -1.08  -0.023
C: 1.27 -0.01 -0.09  -0.049
N: 2.54 -0.26 -0.65  -0.608
H: 3.10 0.43 -2.79  0.276
H: 0.55 0.29 -3.26  0.369
H: -0.57 0.26 -0.99  0.217
H: 1.13 0.32 0.92  0.359
H: -2.50 -0.36 1.09  0.293
H: -1.86 0.56 1.82  0.320
O: -2.02 0.43 0.90  -0.608
H: -3.01 -0.59 4.41  0.332
H: -3.74 -1.07 3.15  0.319
O: -3.20 -0.31 3.42  -0.653

Least stable: *2*

*1*
DFT (the ωB97M-V functional and the def2-TZVPD basis) results for a structure of composition C5H9N2O.

Computed properties:
net charge = +1
2S+1 = 1
E_LUMO = -3.42 eV

Each line ends with the Mulliken charge.
Cartesian coordinates (Å):
C: 0.36 0.78 -0.41  0.478
C: -1.46 -2.02 -0.46  -0.623
C: -1.68 -1.57 0.97  -0.582
C: -0.94 -0.67 0.03  0.568
C: 2.26 2.22 0.00  -0.657
N: -0.94 0.63 -0.59  -0.191
N: 0.71 -0.47 0.08  -0.352
O: 1.03 1.90 -0.64  -0.326
H: -0.62 -2.64 -0.62  0.293
H: -2.17 -1.79 -1.21  0.268
H: -2.63 -1.14 1.23  0.235
H: -1.35 -2.13 1.85  0.280
H: 2.52 3.18 -0.42  0.236
H: 2.98 1.37 -0.26  0.322
H: 2.07 2.28 1.03  0.355
H: -1.45 0.80 -1.52  0.369
H: 1.30 -0.73 0.96  0.328

*2*
DFT (the ωB97M-V functional and the def2-TZVPD basis) results for a structure of composition C5H9N2O.

Computed properties:
net charge = +1
2S+1 = 1
E_LUMO = -4.42 eV

Each line ends with the Mulliken charge.
Cartesian coordinates (Å):
C: -0.26 -0.83 -0.31  -0.220
C: -0.29 0.43 0.19  0.303
C: -1.00 -1.88 0.47  -0.618
C: 1.52 1.95 -0.72  -0.203
C: -1.39 0.00 1.79  -0.277
N: -1.55 -1.28 1.63  0.051
N: 1.78 1.27 -1.91  -0.457
O: 0.17 1.63 -0.03  -0.422
H: 0.06 -1.26 -1.16  0.483
H: -1.78 -2.45 -0.08  0.341
H: -0.30 -2.78 0.63  0.314
H: 2.37 1.86 0.05  0.331
H: 1.26 3.00 -0.98  0.213
H: -1.68 0.42 2.64  0.475
H: -2.08 -1.81 2.21  0.180
H: 0.92 1.30 -2.44  0.260
H: 2.25 0.42 -1.96  0.247

Least stable: *2*

*1*
DFT (the ωB97M-V functional and the def2-TZVPD basis) results for the ion C5H9N2O with charge +1.

Computed properties:
net charge = +1
2S+1 = 1
E_LUMO = -4.91 eV

Each line ends with the Mulliken charge.
Cartesian coordinates (Å):
C: 0.04 1.55 -0.62  -0.102
C: -1.63 0.67 0.58  -0.644
C: -0.35 -0.08 0.84  0.129
C: -0.68 -1.57 0.47  -0.602
C: 1.98 0.13 -0.23  -0.817
N: 0.64 0.55 -0.05  0.096
N: -1.26 1.63 -0.31  0.014
O: -1.02 -1.70 -0.88  -0.514
H: 0.45 2.26 -1.27  0.467
H: -0.13 0.13 1.82  0.571
H: -1.39 -2.06 1.21  0.414
H: 0.24 -2.11 0.75  0.334
H: -1.93 -2.10 -0.94  0.364
H: 2.47 1.04 -0.63  0.348
H: 2.45 -0.23 0.84  0.300
H: 1.95 -0.57 -1.13  0.336
H: -1.84 2.46 -0.44  0.306

*2*
DFT (the ωB97M-V functional and the def2-TZVPD basis) results for the ion C5H9N2O with charge +1.

Computed properties:
net charge = +1
2S+1 = 1
E_LUMO (alpha / beta) = -4.15 / -4.01 eV

Each line ends with the Mulliken charge.
Cartesian coordinates (Å):
C: -1.04 -0.64 -0.14  0.470
C: 0.06 -0.91 -1.02  -0.418
C: 0.67 1.21 0.02  -0.823
C: -0.85 1.61 0.14  -0.438
C: 1.20 -0.28 -0.24  0.444
N: -1.62 0.55 0.12  -0.077
N: 2.13 -0.75 0.58  -0.387
O: -1.61 -1.78 0.29  -0.520
H: 0.13 -2.06 -1.23  0.313
H: -0.15 -0.42 -2.05  0.219
H: 0.96 1.97 -0.76  0.331
H: 1.18 1.54 0.84  0.468
H: -1.05 2.72 -0.13  0.336
H: -2.55 0.60 0.42  0.219
H: 2.50 -0.01 1.24  0.260
H: 2.27 -1.70 0.79  0.244
H: -2.24 -1.63 1.13  0.358

*3*
DFT (the ωB97M-V functional and the def2-TZVPD basis) results for the ion C5H9N2O with charge +1.

Computed properties:
net charge = +1
2S+1 = 1
E_LUMO = -5.20 eV
SMILES = N/C(O)=C/C=C\C=[NH2+]

Each line ends with the Mulliken charge.
Cartesian coordinates (Å):
C: 1.11 -0.90 -0.08  0.099
C: 0.17 -1.48 -0.94  -0.766
C: 1.13 0.08 0.87  -0.245
C: -0.78 -0.89 -1.73  -0.305
C: 0.01 0.84 1.29  0.601
N: 0.07 1.95 2.09  -0.460
N: -0.99 0.43 -1.84  -0.334
O: -1.22 0.34 1.16  -0.426
H: 2.14 -1.46 -0.17  0.279
H: 0.08 -2.68 -1.12  0.233
H: 2.19 0.33 1.08  0.247
H: -1.44 -1.52 -2.22  0.467
H: 1.01 1.92 2.54  0.318
H: -0.75 1.87 2.65  0.304
H: -1.26 0.81 -2.83  0.324
H: -0.24 0.88 -1.47  0.212
H: -1.23 -0.50 0.71  0.453

Least stable: *2*